Below is C34H57N4OP2Zn as an isolated structure at a distorted geometry, with properties calculated with ωB97M-V/def2-TZVPD.

Atoms and positions in Å:
1 C 2.075 -1.470 -0.944
2 C 1.388 0.604 -1.869
3 C 3.032 -1.598 -1.941
4 C 2.188 0.376 -3.026
5 C 3.087 -0.691 -3.018
6 H 3.692 -2.460 -1.876
7 H 2.211 1.173 -3.791
8 H 3.819 -0.838 -3.816
9 N 1.381 -0.320 -0.832
10 P 0.175 -2.532 0.848
11 P -0.015 2.334 -0.132
12 C 1.863 -2.545 0.112
13 H 2.093 -3.522 -0.338
14 H 2.624 -2.395 0.899
15 C -1.714 -0.685 2.259
16 O -2.637 -0.725 2.937
17 C 0.730 1.856 -1.673
18 H 0.615 2.470 -2.575
19 C -1.828 3.231 -0.142
20 C 1.389 3.687 0.049
21 C -0.772 -3.678 -0.401
22 C 0.414 -3.464 2.515
23 C -2.878 2.319 0.498
24 H -2.684 2.158 1.565
25 H -3.867 2.802 0.423
26 H -2.931 1.344 0.012
27 C -1.840 4.516 0.685
28 H -1.515 4.330 1.720
29 H -1.243 5.328 0.253
30 H -2.879 4.883 0.738
31 C -2.173 3.496 -1.599
32 H -3.087 4.102 -1.687
33 H -1.364 4.012 -2.134
34 H -2.409 2.549 -2.090
35 C 1.324 4.304 1.442
36 H 1.210 3.532 2.221
37 H 2.272 4.837 1.619
38 H 0.520 5.038 1.547
39 C 2.731 2.944 -0.093
40 H 2.728 2.040 0.534
41 H 2.930 2.645 -1.131
42 H 3.581 3.565 0.244
43 C 1.218 4.714 -1.065
44 H 1.197 4.237 -2.051
45 H 0.321 5.332 -0.960
46 H 2.089 5.390 -1.059
47 C -0.971 -3.892 3.032
48 H -0.837 -4.297 4.047
49 H -1.673 -3.052 3.097
50 H -1.420 -4.689 2.424
51 C 1.041 -2.490 3.528
52 H 2.072 -2.215 3.264
53 H 0.452 -1.573 3.650
54 H 1.078 -2.989 4.510
55 C 1.313 -4.699 2.409
56 H 2.312 -4.466 2.021
57 H 1.427 -5.108 3.424
58 H 0.874 -5.495 1.801
59 C -0.409 -3.307 -1.839
60 H 0.628 -3.576 -2.077
61 H -1.049 -3.877 -2.532
62 H -0.573 -2.244 -2.040
63 C -2.273 -3.450 -0.165
64 H -2.584 -2.447 -0.476
65 H -2.833 -4.202 -0.751
66 H -2.549 -3.602 0.889
67 C -0.459 -5.163 -0.228
68 H 0.617 -5.367 -0.315
69 H -0.853 -5.586 0.704
70 H -0.952 -5.710 -1.050
71 Zn 0.163 0.071 0.840
72 N -1.890 -0.270 -1.094
73 C -2.471 -0.301 -2.137
74 C -2.617 0.011 -3.598
75 C -1.712 1.186 -4.111
76 C -2.003 -1.225 -4.248
77 C -4.102 0.365 -3.785
78 H -1.900 2.169 -3.658
79 H -0.639 0.958 -3.983
80 H -1.892 1.324 -5.185
81 H -2.313 -2.161 -3.769
82 H -2.188 -1.256 -5.317
83 H -0.916 -1.152 -4.109
84 H -4.271 1.002 -4.674
85 H -4.706 -0.541 -3.901
86 H -4.501 0.902 -2.898
87 N 3.298 0.128 1.795
88 C 2.470 0.645 2.746
89 C 3.008 1.014 3.971
90 C 2.164 1.513 4.954
91 C 0.807 1.682 4.649
92 C 0.323 1.335 3.399
93 N 1.148 0.746 2.482
94 H 4.282 0.076 2.035
95 H 3.030 -0.004 0.820
96 H 4.076 0.847 4.115
97 H 2.554 1.741 5.945
98 H 0.087 2.034 5.383
99 H -0.730 1.436 3.128

Atoms 1-3, force components in eV/Å:
C 0.775 0.688 -0.545
C -1.140 1.871 1.202
C -0.212 -1.168 0.554

Calculated values
gap between HOMO and LUMO	0.225	Ha
energy relative to the best compared isomer or geometry (same formula, charge and spin)	41.68	kcal/mol
charge	+1
highest occupied orbital energy	-8.606	eV

These are the Mulliken partial charges, in e, on atoms 1 to 6: atom 1 (C): -0.55, atom 2 (C): 0.23, atom 3 (C): -0.70, atom 4 (C): -0.92, atom 5 (C): -1.16, atom 6 (H): 0.55

=====

Below is a 8-piece molecular cluster, C34H57N7O12 overall at a distorted geometry, with properties calculated with ωB97M-V/def2-TZVPD.

Atoms and positions in Å:
1 C -37.714 -34.197 -30.380
2 C -36.998 -32.895 -30.702
3 C -37.359 -31.746 -29.774
4 C -36.659 -31.865 -28.334
5 C -35.120 -31.804 -28.740
6 C -34.617 -32.984 -29.586
7 N -35.430 -33.083 -30.784
8 O -34.953 -33.503 -31.840
9 C -34.739 -34.328 -28.685
10 C -33.097 -32.910 -29.964
11 C -37.480 -32.333 -32.167
12 H -37.054 -34.837 -31.002
13 H -38.743 -34.118 -30.617
14 H -37.734 -34.530 -29.443
15 H -38.489 -31.468 -29.518
16 H -37.133 -30.901 -30.099
17 H -36.863 -32.892 -27.884
18 H -36.826 -30.983 -27.635
19 H -34.470 -31.808 -27.714
20 H -34.886 -30.944 -29.266
21 H -34.059 -34.437 -27.979
22 H -34.588 -35.236 -29.281
23 H -35.287 -34.911 -28.112
24 H -32.766 -33.845 -30.495
25 H -32.617 -32.736 -28.939
26 H -32.928 -31.994 -30.498
27 H -38.493 -32.044 -32.257
28 H -37.444 -33.097 -33.044
29 H -36.933 -31.405 -32.500
30 C -33.856 -28.510 -31.288
31 O -33.814 -27.342 -31.544
32 O -32.667 -29.066 -30.772
33 O -34.845 -29.206 -31.109
34 H -32.108 -28.447 -30.910
35 C -36.731 -28.122 -28.468
36 C -35.273 -28.200 -27.923
37 C -34.934 -28.182 -26.472
38 C -36.084 -27.748 -25.455
39 C -37.602 -27.577 -26.061
40 C -37.705 -27.896 -27.578
41 N -35.830 -27.690 -24.197
42 O -36.852 -27.803 -23.365
43 O -34.688 -27.699 -23.755
44 H -37.020 -28.376 -29.580
45 H -34.406 -28.512 -28.542
46 H -34.060 -28.677 -26.045
47 H -38.429 -27.245 -25.576
48 H -38.607 -27.948 -28.052
49 C -31.603 -28.872 -27.548
50 C -31.939 -27.356 -27.899
51 C -31.132 -26.231 -27.141
52 C -30.112 -26.673 -26.094
53 C -29.686 -28.129 -25.984
54 C -30.552 -29.239 -26.663
55 N -29.250 -25.629 -25.614
56 O -29.256 -24.485 -26.134
57 O -28.851 -25.909 -24.410
58 H -31.961 -29.652 -28.063
59 H -32.795 -27.423 -28.487
60 H -31.376 -25.165 -27.290
61 H -28.935 -28.414 -25.407
62 H -30.338 -30.333 -26.568
63 C -35.236 -24.399 -31.309
64 O -35.205 -23.740 -30.264
65 N -35.053 -23.855 -32.576
66 C -34.889 -24.791 -33.768
67 C -35.158 -22.419 -32.805
68 H -35.372 -25.249 -31.115
69 H -34.222 -24.198 -34.461
70 H -35.891 -24.857 -34.095
71 H -34.407 -25.663 -33.338
72 H -34.429 -21.993 -32.252
73 H -36.089 -21.914 -32.469
74 H -34.990 -22.247 -33.865
75 C -37.801 -29.260 -35.586
76 O -37.674 -30.384 -35.153
77 N -37.181 -28.172 -34.928
78 C -37.017 -26.925 -35.704
79 C -36.584 -28.213 -33.645
80 H -38.430 -29.034 -36.462
81 H -37.503 -26.126 -35.147
82 H -37.465 -26.997 -36.723
83 H -36.103 -26.590 -35.669
84 H -36.028 -29.108 -33.624
85 H -37.235 -28.687 -32.849
86 H -36.216 -27.309 -33.211
87 C -31.008 -25.479 -30.892
88 O -30.688 -26.636 -30.633
89 N -30.198 -24.460 -30.586
90 C -30.483 -23.205 -31.286
91 C -28.927 -24.583 -29.836
92 H -32.056 -25.215 -31.519
93 H -31.429 -23.095 -31.786
94 H -29.561 -23.073 -31.931
95 H -30.333 -22.359 -30.691
96 H -28.363 -25.454 -30.451
97 H -29.152 -24.854 -28.739
98 H -28.305 -23.813 -29.949
99 C -26.458 -29.987 -31.282
100 O -26.120 -30.152 -32.474
101 N -27.667 -29.896 -30.830
102 C -27.944 -29.422 -29.543
103 C -28.872 -30.232 -31.647
104 H -25.556 -29.697 -30.670
105 H -28.904 -29.617 -28.991
106 H -28.035 -28.356 -29.569
107 H -27.141 -29.765 -28.903
108 H -28.943 -31.308 -31.710
109 H -28.879 -29.778 -32.532
110 H -29.918 -30.107 -31.054

Atoms 1-3, force components in eV/Å:
C 2.708 0.574 -3.990
C -2.223 3.009 -2.054
C -3.310 -5.256 6.547

Calculated values
gap between HOMO and LUMO	0.165	Ha
energy relative to the best compared isomer or geometry (same formula, charge and spin)	24.50	kcal/mol
charge	0
highest occupied orbital energy	-8.449	eV

These are the Mulliken partial charges, in e, on atoms 1 to 6: atom 1 (C): -1.83, atom 2 (C): 1.88, atom 3 (C): -1.73, atom 4 (C): -0.51, atom 5 (C): -0.81, atom 6 (C): 1.06